[1]
The following is a DFT calculation (ωB97M-V with the def2-TZVPD basis set) of 4 unconnected molecules or ions with the total composition C43H66ClF9N3O8P.

Atoms and positions in Å:
C: 3.499 5.844 -0.547
C: 2.088 6.472 -0.648
C: 0.994 5.546 -0.085
C: 0.480 4.620 -1.210
C: -0.221 3.378 -0.641
C: -0.477 2.369 -1.772
C: -0.687 0.936 -1.310
C: 0.344 0.154 -0.930
C: 1.778 0.647 -0.882
C: 2.296 0.710 0.584
C: 3.160 1.920 0.850
F: 1.202 0.802 1.450
C: 0.099 -1.204 -0.544
P: 1.542 -2.252 -0.032
C: 1.153 -2.735 1.720
C: 1.604 -3.774 -1.071
C: 2.771 -4.687 -0.630
C: -1.164 -1.664 -0.570
C: -1.535 -3.083 -0.191
C: -2.017 -3.872 -1.404
O: -2.822 -4.767 -1.315
Cl: -1.357 -3.436 -3.016
C: -2.231 -0.843 -0.930
N: -3.490 -1.367 -0.917
C: -4.462 -0.568 -1.243
C: -5.839 -1.174 -1.182
C: -6.598 -1.207 -2.520
O: -7.982 -0.986 -2.274
C: -8.521 0.061 -3.024
C: -9.939 0.362 -2.519
F: -10.430 -0.728 -1.904
F: -10.755 0.591 -3.571
C: -10.056 1.588 -1.570
F: -9.219 2.575 -1.924
F: -11.303 2.100 -1.729
C: -9.945 1.257 -0.060
F: -8.956 0.387 0.159
F: -11.103 0.697 0.322
C: -9.732 2.534 0.820
F: -8.920 2.188 1.842
F: -10.893 2.922 1.364
C: -4.205 0.788 -1.602
C: -5.343 1.719 -1.952
N: -6.363 1.831 -0.896
C: -6.435 3.194 -0.361
N: -3.014 1.312 -1.657
C: -2.008 0.456 -1.301
H: 3.458 4.917 0.024
H: 3.919 5.608 -1.523
H: 4.197 6.496 -0.029
H: 2.117 7.400 -0.083
H: 1.868 6.646 -1.699
H: 0.169 6.133 0.319
H: 1.391 4.952 0.737
H: -0.205 5.225 -1.801
H: 1.360 4.301 -1.771
H: 0.454 2.945 0.089
H: -1.189 3.654 -0.224
H: 0.405 2.341 -2.412
H: -1.297 2.667 -2.414
H: 2.415 -0.019 -1.460
H: 1.860 1.656 -1.271
H: 2.867 -0.187 0.804
H: 4.036 1.963 0.208
H: 3.471 1.896 1.894
H: 2.577 2.829 0.725
H: 1.130 -3.817 1.837
H: 1.837 -2.273 2.423
H: 0.153 -2.380 1.979
H: 0.685 -4.358 -1.055
H: 1.731 -3.446 -2.100
H: 3.270 -4.294 0.252
H: 2.363 -5.669 -0.396
H: 3.464 -4.813 -1.450
H: -0.684 -3.599 0.234
H: -2.321 -3.070 0.554
H: -5.705 -2.202 -0.863
H: -6.445 -0.711 -0.410
H: -6.519 -2.223 -2.910
H: -6.177 -0.559 -3.286
H: -8.626 -0.252 -4.070
H: -7.912 0.966 -3.023
H: -9.292 3.368 0.278
H: -5.756 1.452 -2.928
H: -4.903 2.706 -2.087
H: -6.107 1.254 -0.104
H: -5.449 3.622 -0.156
H: -7.030 3.855 -0.990
H: -6.951 3.134 0.599
O: 5.054 -2.865 -1.869
C: 6.235 -3.065 -1.791
O: 6.704 -4.300 -2.058
C: 8.096 -4.601 -2.164
C: 8.711 -4.877 -0.807
C: 7.190 -1.997 -1.319
H: 8.623 -3.815 -2.707
H: 8.153 -5.496 -2.782
H: 8.652 -4.007 -0.154
H: 9.760 -5.160 -0.913
H: 8.177 -5.686 -0.308
H: 7.189 -1.978 -0.230
H: 6.838 -1.038 -1.694
H: 8.211 -2.123 -1.672
O: -4.862 0.125 1.822
C: -4.082 0.013 2.730
O: -4.416 0.500 3.935
C: -3.646 0.268 5.117
C: -2.515 1.266 5.254
C: -2.711 -0.579 2.524
H: -3.296 -0.765 5.155
H: -4.343 0.389 5.944
H: -1.805 1.185 4.430
H: -1.977 1.108 6.189
H: -2.907 2.283 5.242
H: -2.046 0.190 2.129
H: -2.800 -1.377 1.795
H: -2.272 -1.009 3.421
O: 8.474 -2.815 1.759
C: 9.465 -2.287 2.188
O: 9.914 -1.170 1.591
C: 10.973 -0.364 2.119
C: 12.333 -0.883 1.703
C: 10.257 -2.899 3.317
H: 10.878 -0.262 3.201
H: 10.817 0.628 1.699
H: 12.517 -1.885 2.092
H: 13.121 -0.224 2.067
H: 12.398 -0.942 0.617
H: 10.915 -3.666 2.910
H: 9.559 -3.363 4.010
H: 10.847 -2.184 3.887

Output
SMILES: CCCCCCc1c(C[C@@H](C)F)c(P(C)CC)c(CC(=O)Cl)c2nc(CCOCC(F)(F)C(F)(F)C(F)(F)C(F)F)c(CNC)nc12.CCOC(C)=O.CCOC(C)=O.CCOC(C)=O
Energy above the lowest of the compared OMol25 structures with the same formula, charge and spin (eV): 0.986
HOMO-LUMO gap (eV): 7.9
Total energy (eV): -112780.6136
E_LUMO (Eh): 0.002
E_HOMO (eV): -7.809
Max |F| (eV/A): 2.589

Mulliken population analysis, charges in e, atoms 1 to 5:
1. C -0.7548
2. C -0.6764
3. C -0.7691
4. C -0.7208
5. C -0.1749


[2]
The following is a DFT calculation (ωB97M-V with the def2-TZVPD basis set) of a molecular structure, C13H21Cl5OP2Re.

Atoms and positions in Å:
Re: -1.071 0.342 -0.401
H: -2.507 0.449 -1.486
H: -2.398 1.365 -1.042
P: -1.079 -1.691 -1.445
P: -0.478 2.371 0.470
C: -0.815 2.511 2.273
H: -0.408 3.456 2.657
H: -1.899 2.475 2.444
H: -0.349 1.667 2.798
C: 1.236 3.028 0.412
H: 1.563 3.126 -0.630
H: 1.267 4.012 0.903
H: 1.924 2.348 0.927
C: -1.431 3.755 -0.252
H: -2.493 3.599 -0.026
H: -1.086 4.711 0.159
H: -1.287 3.733 -1.339
C: 0.444 -2.533 -2.035
H: 0.175 -3.494 -2.501
H: 0.966 -1.906 -2.766
H: 1.124 -2.724 -1.196
C: -1.796 -3.024 -0.400
H: -2.857 -2.813 -0.221
H: -1.688 -3.995 -0.902
H: -1.274 -3.045 0.566
C: -2.104 -1.705 -2.960
H: -1.732 -0.920 -3.629
H: -2.043 -2.683 -3.453
H: -3.139 -1.480 -2.679
C: -2.390 -0.082 0.969
O: -3.221 -0.321 1.776
H: -0.339 1.102 -1.974
Cl: -0.068 -1.365 2.819
C: 1.396 -1.137 1.947
C: 1.383 -0.548 0.711
C: 2.542 -0.378 0.002
Cl: 2.532 0.350 -1.570
C: 3.794 -0.799 0.537
Cl: 5.230 -0.579 -0.362
C: 3.826 -1.400 1.814
Cl: 5.312 -1.914 2.484
C: 2.614 -1.572 2.529
Cl: 2.626 -2.290 4.073

Output
Energy above the lowest of the compared OMol25 structures with the same formula, charge and spin (eV): 1.529
Multiplicity: 4
HOMO-LUMO gap (spin up / spin down) (eV): 8.9 / 4.9
Total energy (eV): -99169.0616
E_LUMO (spin up / spin down) (Eh): -0.247 / -0.389
Charge: +2
E_HOMO (spin up / spin down) (eV): -15.605 / -15.498
Max |F| (eV/A): 7.891

Mulliken population analysis, charges in e, atoms 1 to 5:
1. Re -0.7218
2. H 0.1444
3. H 0.1485
4. P 1.1892
5. P 1.1426


[3]
The following is a DFT calculation (ωB97M-V with the def2-TZVPD basis set) of a molecular structure, C25H62N3O10.

Atoms and positions in Å:
N: -0.142 -0.434 -1.905
O: -0.337 -1.581 -2.269
O: -0.292 0.474 -2.687
O: 0.323 -0.273 -0.809
C: -0.032 4.158 -0.341
C: 0.363 2.787 0.287
C: 0.587 2.944 1.798
C: -0.717 3.252 2.524
C: -1.734 2.026 2.395
C: -2.008 1.754 0.853
N: -0.772 1.792 0.067
O: -0.910 1.459 -1.348
C: -2.644 0.317 0.826
C: -3.065 2.756 0.383
C: 1.686 2.189 -0.228
H: 0.856 4.782 -0.441
H: -0.796 4.759 0.153
H: -0.313 3.992 -1.381
H: 1.029 2.037 2.211
H: 1.287 3.750 2.016
H: -1.248 4.133 2.165
H: -0.488 3.463 3.569
H: -2.595 2.358 2.974
H: -1.274 1.107 2.760
H: -1.833 -0.412 0.846
H: -3.311 0.105 1.662
H: -3.137 0.132 -0.128
H: -3.478 2.443 -0.576
H: -3.794 2.882 1.183
H: -2.709 3.783 0.301
H: 1.840 1.212 0.229
H: 2.508 2.812 0.125
H: 1.688 2.076 -1.312
H: -0.497 0.594 -1.302
C: 3.021 -2.005 1.842
C: 1.863 -2.637 2.619
C: 2.000 -2.233 4.112
C: 1.531 -0.809 4.444
C: 0.044 -0.551 3.986
C: -0.133 -0.908 2.478
N: 0.537 -2.213 2.139
O: 0.161 -2.636 0.905
C: -1.667 -1.048 2.220
C: 0.396 0.270 1.621
C: 2.033 -4.169 2.611
H: 2.913 -2.214 0.778
H: 3.998 -2.453 2.023
H: 3.143 -0.923 1.898
H: 1.747 -3.067 4.766
H: 3.068 -2.189 4.325
H: 2.177 -0.091 3.939
H: 1.568 -0.639 5.520
H: -0.149 0.509 4.155
H: -0.734 -1.057 4.558
H: -2.248 -0.136 2.357
H: -1.854 -1.418 1.212
H: -2.206 -1.686 2.919
H: 1.296 0.703 2.057
H: 0.659 0.074 0.582
H: -0.338 1.061 1.472
H: 2.201 -4.570 1.612
H: 1.183 -4.662 3.084
H: 2.950 -4.446 3.131
H: 0.700 -2.103 0.316
C: 2.049 -2.651 -2.219
C: 1.617 -2.859 -0.742
O: 1.665 -1.630 -0.098
H: 1.399 -1.957 -2.752
H: 1.928 -3.568 -2.795
H: 3.055 -2.233 -2.212
H: 2.334 -3.508 -0.238
H: 0.634 -3.308 -0.600
H: 0.928 -1.104 -0.417
C: 0.070 2.951 -3.071
C: -1.380 2.708 -3.185
O: -1.988 3.172 -1.995
H: 0.495 2.391 -2.238
H: 0.350 3.996 -2.941
H: 0.514 2.602 -4.004
H: -1.615 1.662 -3.381
H: -1.789 3.247 -4.040
H: -1.792 2.512 -1.326
C: -1.289 -3.202 -0.717
O: -0.813 -3.348 -2.066
H: -0.496 -2.870 -0.046
H: -2.053 -2.429 -0.639
H: -1.654 -4.140 -0.299
H: -0.611 -2.445 -2.321
C: 1.207 -0.445 -4.638
O: 0.799 0.908 -4.342
H: 1.867 -0.747 -3.826
H: 0.347 -1.107 -4.745
H: 1.892 -0.544 -5.481
H: 0.461 0.910 -3.444
C: -2.328 -0.566 -3.940
O: -1.273 -1.393 -4.315
H: -3.185 -0.684 -4.603
H: -2.643 -0.721 -2.908
H: -2.013 0.471 -4.054
H: -0.592 -1.451 -3.640

Output
HOMO-LUMO gap (eV): 6.5
Total energy (eV): -51835.0875
E_LUMO (Eh): 0.069
Charge: -1
E_HOMO (eV): -4.627
Max |F| (eV/A): 18.161

Mulliken population analysis, charges in e, atoms 1 to 5:
1. N -1.3365
2. O -1.2835
3. O -0.3222
4. O -0.5153
5. C -1.7262


[4]
The following is a DFT calculation (ωB97M-V with the def2-TZVPD basis set) of a single C5H8BrP molecule.

Atoms and positions in Å:
C: 0.479 1.761 -1.518
C: -1.323 -0.430 0.223
C: -0.697 -1.631 -0.325
C: 0.697 -0.989 -0.693
C: 0.732 1.053 1.504
P: 0.178 0.692 -0.183
Br: -3.052 0.078 -0.353
H: 0.144 2.794 -1.292
H: -0.600 -2.288 0.484
H: -1.091 -2.005 -1.205
H: 1.546 -1.616 -0.381
H: 0.677 -0.723 -1.831
H: 1.753 1.479 1.617
H: 0.654 0.039 2.067
H: -0.098 1.787 1.887

Output
Energy above the lowest of the compared OMol25 structures with the same formula, charge and spin (eV): 6.104
HOMO-LUMO gap (spin up / spin down) (eV): 7.3 / 7.4
Total energy (eV): -84639.5337
E_LUMO (spin up / spin down) (Eh): -0.038 / -0.025
E_HOMO (spin up / spin down) (eV): -8.349 / -8.039
Max |F| (eV/A): 2.948

Mulliken population analysis, charges in e, atoms 1 to 5:
1. C -0.9575
2. C -0.0330
3. C -0.6656
4. C -0.5605
5. C -0.8714